[1]
Here is a structure of composition C5H8O2 in a non-equilibrium geometry from OMol25. Energies are from ωB97M-V/def2-TZVPD.

Structure (XYZ):
```
15
Properties=species:S:1:pos:R:3:forces:R:3:nbo_charge:R:1
O 2.036 -1.039 -0.179 0.10 0.03 -0.28 -0.7040
C 0.976 -0.341 0.419 -0.13 0.03 0.22 0.0731
C 0.720 1.079 -0.174 -0.10 0.10 0.10 -0.4867
C -0.612 0.805 -0.849 -0.84 -0.39 1.94 0.0289
C -1.431 -0.012 0.544 0.50 -0.39 0.29 -0.4395
C -0.376 -0.954 0.037 0.18 -0.71 0.25 0.0521
O -0.504 -0.534 -1.346 -0.24 -0.10 0.03 -0.5389
H 1.805 -1.109 -1.118 0.14 -0.04 0.10 0.4718
H 1.158 -0.341 1.497 -0.01 -0.03 -0.15 0.1852
H 0.626 1.876 0.565 0.11 -0.10 0.04 0.2215
H 1.530 1.347 -0.865 -0.34 -0.06 0.00 0.2326
H -1.600 1.151 -0.550 -0.32 1.69 -2.21 0.2848
H -1.377 0.429 1.543 0.23 -0.14 -0.17 0.2068
H -2.460 -0.330 0.301 0.52 0.31 -0.15 0.2190
H -0.490 -2.027 0.173 0.20 -0.19 -0.01 0.1933
```
Positions in Å, forces in eV/Å.

**E**: -345.64418 Eh
**M**: 100.12 g/mol
**Energy above the lowest of the compared OMol25 structures with the same formula, charge and spin**: 422.11 kJ/mol
**Charge**: 0
**HOMO**: -8.72 eV

---

[2]
Here is a cluster of 4 separate species, C23H42FN2O3 in total in a non-equilibrium geometry from OMol25. Energies are from ωB97M-V/def2-TZVPD.

Structure (XYZ):
```
71
Properties=species:S:1:pos:R:3:forces:R:3:mulliken_charge:R:1
C 5.027 3.294 0.093 0.20 -0.01 -1.31 -1.0540
C 5.044 2.983 -1.466 -0.05 1.00 0.33 -0.6956
C 3.595 3.075 -2.039 0.32 0.19 0.17 0.2090
F 3.629 3.730 -3.292 -0.26 -0.59 0.64 -0.3627
C 2.880 1.716 -2.253 0.93 -3.97 -0.40 0.5130
C 3.621 0.442 -2.369 -3.80 2.30 0.01 -0.3022
C 2.730 -0.702 -2.594 2.39 -0.63 0.11 -0.6114
N 1.425 -0.753 -2.729 0.55 -0.35 0.25 -1.0532
N 0.783 0.387 -2.611 2.10 1.13 0.14 0.9995
C 1.447 1.530 -2.391 -0.55 3.67 0.27 0.4418
C 0.548 2.814 -2.320 -0.29 -0.93 -0.34 -1.1852
C -0.497 2.780 -1.124 0.02 0.44 0.19 0.5359
C -0.196 1.714 -0.013 -1.15 -0.05 -0.40 -1.1688
C -1.936 2.682 -1.745 0.23 0.61 -0.26 -1.2594
H 6.018 2.995 0.495 -0.91 0.13 0.11 0.3701
H 4.923 4.405 0.190 -0.05 -1.04 0.18 0.3201
H 4.164 2.775 0.566 0.83 0.31 0.04 0.2538
H 5.603 2.060 -1.731 -0.54 0.57 0.25 0.3760
H 5.613 3.831 -1.931 -0.56 -0.85 0.16 0.3077
H 3.019 3.740 -1.342 0.29 -0.68 -0.68 0.3720
H 4.721 0.383 -2.300 -0.94 -0.28 -0.08 0.3674
H 3.242 -1.690 -2.664 -0.72 0.80 -0.05 0.4329
H -0.239 0.377 -2.715 0.44 -0.09 0.05 0.1615
H -0.019 2.820 -3.293 0.52 0.15 0.81 0.4553
H 1.142 3.750 -2.298 -0.18 -0.89 -0.08 0.3336
H -0.431 3.785 -0.628 -0.01 -0.86 -0.48 0.4431
H 0.882 1.598 0.245 -0.76 0.18 -0.15 0.2631
H -0.625 0.725 -0.329 0.57 0.71 0.38 0.1281
H -0.787 1.999 0.894 0.70 -0.33 -0.65 0.4785
H -1.991 1.904 -2.558 -0.10 0.40 0.95 0.1247
H -2.129 3.655 -2.274 0.08 -0.87 0.43 0.4010
H -2.748 2.560 -0.991 0.72 -0.15 -0.56 0.3714
C -1.566 -3.085 2.504 -0.28 -0.13 -0.11 -0.6097
C -0.291 -2.993 1.684 0.29 -0.09 0.05 -0.6440
C -0.431 -1.625 1.039 -0.19 0.11 -0.06 -0.1145
O -1.178 -0.813 1.949 0.10 -0.15 -0.15 -0.4473
C -1.740 -1.652 2.971 0.09 0.07 0.25 -0.0252
H -1.509 -3.796 3.327 0.00 0.08 0.00 0.3437
H -2.402 -3.373 1.860 0.02 -0.01 0.05 0.2716
H 0.578 -3.007 2.347 -0.01 0.00 -0.05 0.3004
H -0.178 -3.797 0.957 -0.02 0.04 0.01 0.3788
H -0.996 -1.684 0.099 0.07 -0.09 -0.08 0.1758
H 0.535 -1.155 0.837 -0.02 0.06 0.04 0.1397
H -1.190 -1.468 3.897 -0.04 -0.10 -0.01 -0.0780
H -2.787 -1.386 3.130 0.06 0.11 -0.06 0.3028
C -1.933 -1.372 -6.746 -0.30 0.17 -0.09 -0.6031
C -0.895 -0.917 -5.737 0.35 0.03 0.02 -0.3451
C -1.317 -1.678 -4.490 -0.23 -0.13 0.14 -0.0493
O -1.913 -2.896 -4.931 0.10 0.30 -0.05 -0.4351
C -2.140 -2.822 -6.346 0.11 -0.26 -0.07 -0.5167
H -1.619 -1.257 -7.783 0.00 -0.03 0.05 0.3470
H -2.860 -0.809 -6.605 0.03 -0.02 -0.04 0.2796
H 0.100 -1.242 -6.055 -0.02 0.03 0.03 0.2880
H -0.869 0.165 -5.590 -0.03 0.00 -0.03 0.2962
H -2.073 -1.120 -3.919 0.00 0.11 0.02 0.1157
H -0.477 -1.901 -3.830 -0.07 -0.16 -0.02 0.0624
H -1.414 -3.477 -6.838 -0.05 0.02 -0.06 0.2839
H -3.144 -3.183 -6.575 0.03 -0.03 0.12 0.2965
C -1.234 -0.904 8.358 0.29 0.09 -0.01 -0.5261
C -2.411 -0.223 7.682 -0.27 0.06 0.14 -0.5490
C -2.519 -1.002 6.384 0.07 -0.04 -0.14 -0.2964
O -2.064 -2.332 6.659 0.05 0.21 0.06 -0.3976
C -1.432 -2.353 7.946 -0.15 -0.22 0.09 -0.4286
H -1.210 -0.769 9.440 -0.01 -0.03 -0.04 0.3488
H -0.296 -0.522 7.945 -0.02 -0.02 0.05 0.2478
H -3.315 -0.365 8.280 0.02 0.03 -0.04 0.2662
H -2.270 0.847 7.527 0.00 -0.04 -0.02 0.3326
H -1.869 -0.579 5.612 -0.07 0.16 0.04 0.1731
H -3.540 -1.037 5.999 0.04 -0.10 -0.03 0.3139
H -2.098 -2.875 8.640 0.07 0.00 0.06 0.2689
H -0.492 -2.905 7.885 -0.06 -0.03 -0.09 0.2650
```
Positions in Å, forces in eV/Å.

**E**: -1336.30975 Eh
**M**: 413.60 g/mol
**Charge**: +1
**HOMO**: -10.97 eV

---

[3]
Here is a cluster of 2 separate species, C5H13NO2 in total in a non-equilibrium geometry from OMol25. Energies are from ωB97M-V/def2-TZVPD.

Structure (XYZ):
```
21
Properties=species:S:1:pos:R:3:forces:R:3:nbo_charge:R:1
C 0.703 -2.181 -1.268 -3.42 1.75 -0.15 -0.4235
N 0.112 -0.885 -1.814 -0.51 0.17 0.97 -0.6165
C 0.590 0.308 -0.991 -0.39 -1.43 0.15 -0.2372
C -0.599 1.270 -0.764 1.10 -1.01 1.80 -0.3892
C -1.540 0.927 0.435 -2.13 -0.39 -2.20 -0.5384
C -0.880 0.607 1.674 0.01 -2.13 1.52 0.4518
O -0.402 -0.517 1.863 -0.64 1.68 0.03 -0.5663
H 1.727 -2.064 -1.169 1.90 0.16 0.96 0.1991
H 0.051 -2.497 -0.432 1.25 0.21 0.45 0.1869
H 0.546 -2.944 -1.963 -0.16 -1.15 -1.57 0.1921
H -0.914 -0.946 -1.556 1.61 0.09 -0.69 0.3307
H 1.523 0.847 -1.327 -1.22 -0.66 -0.46 0.2036
H 0.922 -0.160 -0.057 -0.17 0.64 0.08 0.1959
H -0.177 2.225 -0.658 0.30 1.52 0.34 0.2117
H -1.270 1.300 -1.557 -0.78 0.03 -1.97 0.2162
H -2.159 0.057 0.130 0.96 -0.39 0.17 0.2316
H -2.439 1.578 0.507 1.20 0.75 0.33 0.2347
H -0.920 1.346 2.493 0.43 0.03 -0.04 0.1272
O 2.057 0.616 1.882 0.64 -0.96 -1.47 -0.9314
H 1.307 0.031 1.963 -0.12 -1.46 -0.87 0.4729
H 1.762 1.083 2.611 0.16 2.54 2.62 0.4479
```
Positions in Å, forces in eV/Å.

**E**: -403.45826 Eh
**Structure (SMILES)**: CNCCCC=O.O
**M**: 119.16 g/mol
**Energy above the lowest of the compared OMol25 structures with the same formula, charge and spin**: 310.74 kJ/mol
**Charge**: 0
**HOMO**: -8.72 eV

---

[4]
Here is a structure of composition C30H32AlBN7 from OMol25. Energies are from ωB97M-V/def2-TZVPD.

Structure (XYZ):
```
71
Properties=species:S:1:pos:R:3:forces:R:3:mulliken_charge:R:1
Al -0.027 0.299 -0.133 0.05 -0.11 -0.38 -2.1093
C 3.031 1.976 -1.320 -0.01 0.00 -0.02 -1.3304
C 2.982 0.522 -0.995 -0.01 0.06 -0.06 0.7663
C 3.889 -0.496 -1.297 0.02 0.04 0.00 -1.3608
C 3.340 -1.658 -0.785 -0.08 -0.06 -0.04 0.8247
C 3.865 -3.052 -0.836 0.01 0.01 0.00 -1.3470
N 2.165 -1.342 -0.209 0.16 0.05 0.22 0.9142
N 1.956 0.009 -0.326 -0.16 -0.53 -0.05 0.6178
B 1.193 -2.200 0.665 0.03 0.07 -0.11 -0.6491
N 0.918 -1.359 1.932 -0.18 -0.07 0.05 0.2204
N 0.510 -0.053 1.817 -0.15 0.08 -0.04 1.0058
C 0.703 0.519 3.009 0.07 0.13 -0.08 0.8383
C 0.570 1.987 3.255 -0.11 -0.03 -0.06 -1.5117
C 1.169 -0.434 3.914 0.03 0.04 0.01 -1.2817
C 1.305 -1.604 3.195 0.06 -0.03 -0.04 0.7293
C 1.817 -2.931 3.641 -0.01 0.01 0.01 -1.4938
N -0.165 -2.402 -0.065 -0.05 -0.04 0.21 0.4246
N -1.061 -1.366 -0.068 0.41 0.02 -0.05 0.7991
C -2.176 -1.799 -0.660 -0.07 0.03 -0.05 0.9319
C -3.353 -0.908 -0.867 0.01 -0.01 -0.03 -1.1364
C -2.012 -3.135 -1.019 -0.02 0.02 0.02 -1.6557
C -0.728 -3.480 -0.631 0.09 -0.02 0.02 0.9762
C -0.010 -4.778 -0.771 -0.01 -0.01 0.00 -1.3214
H 3.852 2.192 -2.000 0.01 -0.01 0.01 0.4165
H 3.173 2.571 -0.416 0.00 0.01 0.00 0.2570
H 2.102 2.291 -1.800 0.00 -0.01 0.00 0.1799
H 4.826 -0.400 -1.819 0.01 0.01 0.01 0.5155
H 4.852 -3.055 -1.294 0.00 0.00 0.00 0.3989
H 3.213 -3.694 -1.430 0.01 -0.01 0.00 0.1853
H 3.945 -3.490 0.159 0.01 0.01 0.01 0.2660
H 1.693 -3.248 0.928 -0.04 0.01 -0.02 -0.1134
H 0.512 2.550 2.325 -0.03 0.00 -0.04 0.1878
H 1.446 2.330 3.806 0.00 0.01 -0.03 0.4815
H -0.307 2.224 3.853 -0.09 0.00 0.03 0.2984
H 1.413 -0.276 4.950 0.00 -0.01 0.01 0.5354
H 1.922 -2.935 4.723 0.00 -0.01 0.00 0.4008
H 2.792 -3.144 3.202 0.00 0.01 0.00 0.2689
H 1.139 -3.734 3.355 -0.01 0.00 0.01 0.3228
H -3.188 0.071 -0.421 -0.01 -0.01 0.00 0.0853
H -4.244 -1.343 -0.416 0.00 -0.01 -0.01 0.4155
H -3.547 -0.775 -1.931 0.01 0.01 0.00 0.2513
H -2.734 -3.776 -1.495 -0.01 0.00 0.01 0.5432
H -0.678 -5.522 -1.198 0.00 0.00 0.00 0.4100
H 0.345 -5.143 0.192 -0.01 0.00 0.01 0.2702
H 0.854 -4.678 -1.429 0.00 0.00 0.00 0.1815
C 0.333 0.112 -4.481 0.01 0.03 -0.01 -0.9253
C -0.285 1.315 -4.814 0.01 -0.02 0.03 -0.9469
C -0.791 2.126 -3.816 0.00 0.00 0.00 -0.6246
C -0.677 1.709 -2.486 -0.01 0.05 -0.02 0.6995
C -0.075 0.502 -2.125 -0.12 0.28 0.09 0.1073
C 0.441 -0.282 -3.154 0.03 -0.03 0.02 -0.4125
C -1.253 2.472 -1.365 0.04 0.05 0.08 1.0520
C -1.792 3.772 -1.512 0.01 -0.03 -0.06 -1.5529
C -2.396 4.379 -0.460 -0.05 0.02 0.04 -0.9901
C -2.595 3.670 0.751 0.01 0.04 -0.01 0.6962
C -3.391 4.171 1.801 -0.02 0.00 0.00 -0.7883
C -3.698 3.380 2.873 0.02 -0.01 -0.01 -0.7645
C -3.220 2.057 2.921 0.02 0.02 0.07 -0.7893
C -2.401 1.566 1.939 0.16 -0.04 0.06 -0.0242
C -2.045 2.380 0.849 -0.05 -0.10 -0.11 0.0485
N -1.270 1.859 -0.174 -0.09 0.09 0.30 1.1930
H 0.736 -0.515 -5.267 -0.02 -0.01 -0.01 0.4847
H -0.372 1.615 -5.850 0.01 0.00 -0.01 0.4117
H -1.286 3.050 -4.086 0.03 0.01 0.00 0.3638
H 0.941 -1.219 -2.926 0.00 0.00 0.01 0.3913
H -1.706 4.273 -2.464 0.01 0.00 0.01 0.4498
H -2.789 5.384 -0.555 0.01 0.00 0.01 0.4614
H -3.788 5.176 1.722 0.01 0.00 0.00 0.4385
H -4.327 3.755 3.668 -0.01 0.00 0.00 0.4240
H -3.509 1.417 3.745 0.01 0.00 -0.01 0.4608
H -2.046 0.544 1.976 0.02 -0.01 0.03 0.5266
```
Positions in Å, forces in eV/Å.

**E**: -1813.05115 Eh
**M**: 528.43 g/mol
**Charge**: +1
**HOMO**: -11.20 eV